20
Properties=species:S:1:pos:R:3:nbo_charge:R:1 method="wB97M-V/def2-TZVPD" molar_mass_g_mol=141.2 de_lowest_kj_mol=74.5 gap_ev=7.83 charge=-1 homo_energy_ev=-4.636
S -0.4621 0.5848 -1.0398 -1.05
H -0.6523 -0.6815 -1.4264 0.10
H 2.3465 -0.2164 -1.0272 0.50
H 2.3215 -0.9290 0.2568 0.45
O 2.8908 -0.8310 -0.5055 -0.96
H -1.3990 -0.7367 1.5130 0.47
H -1.9579 0.5978 1.9003 0.49
O -1.9301 -0.3247 2.2037 -0.98
H -1.7462 -0.7295 -3.5973 0.47
H -0.7767 0.1731 -4.2613 0.48
O -1.6298 -0.2553 -4.4352 -0.95
H -2.0250 1.8274 0.1908 0.51
H -2.0758 3.1175 1.0534 0.46
O -2.5360 2.2940 0.8845 -0.99
H 0.7390 -2.0316 1.9594 0.47
H 1.3259 -3.0007 0.9775 0.47
O 0.8004 -2.9855 1.7994 -0.94
H 1.6678 1.5249 0.6771 0.49
H 2.7981 0.8955 1.4982 0.46
O 2.3009 1.7070 1.3784 -0.96